Below is 5 unconnected molecules or ions with the total composition C37H43F2N7O7S2 in a non-equilibrium geometry, with properties calculated with ωB97M-V/def2-TZVPD.

Properties
multiplicity: 1
net charge: +4
orbital gap: 0.2012 Eh
E_HOMO: -15.6 eV
ΔE to the lowest compared entry with this formula, charge and spin: 0.0 kJ/mol

Cartesian coordinates (Å):
C  1.480  2.125  4.598
O  -1.298  -0.254  0.151
H  -3.792  3.392  -1.783
H  -3.327  2.168  4.020
F  2.038  -5.014  2.759
H  4.625  -4.637  -4.927
C  2.206  3.540  2.793
C  3.914  8.604  0.733
H  -0.790  -2.951  -5.708
C  -3.700  2.277  0.018
H  -1.144  -4.479  -1.074
C  1.099  -5.021  -6.323
C  2.549  -4.318  -4.555
C  1.177  -0.294  4.322
C  -3.729  -1.282  2.494
C  -3.755  1.069  2.198
C  -1.923  -2.942  -3.863
H  4.415  7.625  3.050
C  -4.928  5.597  -1.067
H  2.713  -3.849  -3.593
N  -4.677  4.427  -0.189
H  3.105  9.131  0.241
F  5.060  -4.218  -0.931
H  4.749  8.323  0.094
H  -2.061  -2.765  4.150
C  3.478  5.668  2.999
H  0.782  -5.318  -2.552
O  -0.453  -1.295  1.953
H  2.187  -5.570  -8.133
H  5.527  -5.199  -6.858
C  1.797  1.183  2.499
C  0.000  -4.660  -2.908
H  -2.745  -1.929  -1.337
C  -4.991  4.443  1.113
C  0.077  -4.164  -4.195
C  3.620  -4.732  -5.312
H  1.618  4.633  0.379
C  2.635  4.852  2.246
H  1.609  -0.372  5.314
C  -2.989  -2.349  4.547
N  1.460  1.055  3.786
C  1.257  -4.529  -5.028
S  2.209  -4.102  1.470
N  3.436  -5.055  -6.600
C  -0.875  -3.263  -4.678
H  -3.193  1.400  -0.372
H  -3.011  0.021  5.376
C  2.642  6.515  0.530
H  0.108  -0.480  4.258
H  1.664  -1.011  3.662
C  -4.002  3.390  -0.723
H  -5.178  5.200  -2.048
C  2.205  -5.262  -7.097
O  -1.261  -2.570  0.358
H  4.266  9.236  1.542
H  -2.686  -2.221  -4.118
C  -3.218  0.085  4.318
C  4.628  -5.235  -7.462
N  3.569  -4.689  0.938
H  0.113  -4.981  -6.768
H  -4.955  3.440  2.963
H  -4.399  -0.219  0.693
C  -4.019  -0.191  1.703
H  1.917  4.167  4.850
H  -2.866  -2.049  5.580
C  -4.635  3.393  1.931
O  2.905  -4.865  -1.518
N  -1.983  -3.398  -2.590
H  -4.072  6.262  -1.080
H  -3.732  -3.126  4.382
H  -3.289  -3.611  -0.958
C  2.178  2.409  1.982
C  2.220  5.291  0.989
H  2.491  2.498  0.951
O  2.378  -2.803  2.061
H  -0.625  -2.892  1.042
O  0.986  -4.366  0.760
H  1.240  1.978  5.641
H  -5.605  5.281  1.416
H  4.705  -4.390  -8.146
H  -3.656  -2.296  2.121
C  -1.069  -4.263  -2.132
H  3.877  5.322  3.942
H  4.492  -6.138  -8.049
H  -3.961  -2.797  -2.381
H  -5.834  6.111  -0.754
N  -3.372  -1.148  3.768
O  3.309  -2.625  -0.654
C  -3.396  1.198  3.548
N  3.467  7.281  1.266
C  -4.087  2.247  1.368
C  -0.979  -1.270  0.807
S  3.550  -4.027  -0.546
H  2.337  6.941  -0.415
C  -3.094  -2.879  -1.733
C  3.836  6.896  2.499
H  1.591  0.333  1.853
C  1.856  3.358  4.132

---

Below is a molecular structure, C27H24HgN3O4S5, with properties calculated with ωB97M-V/def2-TZVPD.

Properties
multiplicity: 2
net charge: -2
orbital gap (spin up / spin down): 0.1244 / 0.1947 Eh
E_HOMO (spin up / spin down): 0.7 / -1.2 eV

Cartesian coordinates (Å):
H  -2.315  5.896  2.164
C  0.072  -1.378  -4.559
S  -1.447  -1.950  -1.087
S  1.514  2.439  -2.087
Hg  1.181  0.086  -1.296
C  -3.697  -0.213  1.786
H  -1.520  -0.693  -5.819
H  -5.826  -2.720  0.976
H  1.304  -3.158  4.496
H  0.869  -3.371  -4.749
H  -0.628  -4.238  3.359
H  -3.605  0.632  2.458
H  -2.416  4.325  0.349
S  5.667  1.490  -3.061
N  2.129  -0.554  0.807
H  -1.730  0.051  0.927
H  -5.654  -0.765  2.477
O  -1.658  -1.025  -2.185
N  -0.193  1.839  0.712
C  0.341  2.211  1.869
C  1.779  -1.878  2.832
C  5.621  3.242  -3.131
H  0.411  3.613  3.492
S  4.021  3.856  -2.754
C  1.015  -2.860  3.493
H  1.734  -2.307  -3.591
H  3.803  0.660  0.742
H  -0.729  -2.196  -6.382
C  3.975  1.201  -2.648
C  -1.079  -1.638  -5.510
C  -1.542  5.381  2.735
C  -0.431  -3.079  1.575
C  -2.654  -0.518  0.922
C  -1.076  4.138  2.025
H  -0.711  6.073  2.885
C  3.663  -0.335  2.637
C  3.245  -0.028  1.368
C  -2.767  -1.608  0.072
C  -1.629  3.744  0.815
H  -1.948  5.140  3.720
H  -1.550  2.271  -0.764
H  -1.246  -3.595  1.087
C  -3.896  -2.409  0.092
C  -0.066  3.348  2.554
H  -1.828  -2.245  -4.997
H  1.130  1.569  2.250
O  -1.600  -3.360  -1.398
O  0.385  -0.259  -4.244
C  -1.154  2.594  0.196
S  3.530  -0.470  -2.445
C  -4.842  -0.999  1.798
H  0.146  -2.994  -3.180
C  1.403  -1.479  1.511
H  3.232  -1.542  4.410
C  0.762  -2.592  -3.991
H  -3.938  -3.270  -0.563
C  3.214  2.307  -2.505
C  -4.940  -2.096  0.954
C  0.268  -2.068  0.902
C  2.926  -1.264  3.408
H  4.565  0.124  3.024
N  -0.101  -1.559  -0.384
O  6.576  3.946  -3.403
C  -0.062  -3.460  2.858

---

Below is 4 unconnected molecules or ions with the total composition C34H64N4O7PS in a non-equilibrium geometry, with properties calculated with ωB97M-V/def2-TZVPD.

Properties
multiplicity: 4
net charge: 0
orbital gap (spin up / spin down): 0.2640 / 0.2964 Eh
E_HOMO (spin up / spin down): -8.0 / -8.9 eV

Cartesian coordinates (Å):
H  -0.467  1.622  -4.953
O  0.497  -0.222  -1.572
H  1.889  6.046  -7.786
O  -5.805  -4.199  3.887
H  2.418  8.749  -4.510
H  2.372  9.304  -6.186
H  0.981  -9.376  5.695
C  0.174  1.075  -4.259
C  -3.466  -0.431  2.162
H  3.002  -5.758  3.319
C  2.762  -5.485  4.347
H  2.339  2.993  -1.348
C  1.603  -6.133  6.452
H  -1.085  6.585  -3.579
O  0.209  -5.801  3.788
H  0.522  -9.584  4.005
H  -5.253  -5.284  6.173
H  0.038  8.845  -3.928
N  0.887  0.970  -1.885
H  -2.258  7.093  -4.801
C  2.934  2.407  -2.046
N  0.740  -6.888  4.244
H  3.693  -5.329  4.891
H  0.385  7.592  -8.849
H  -1.279  9.139  -5.063
H  -0.651  -9.848  5.294
H  -2.181  1.861  -3.062
H  3.013  2.963  -2.980
H  -0.703  3.583  -3.450
H  2.517  -6.071  7.047
H  -1.340  -7.940  6.740
N  1.100  6.662  -5.141
H  4.318  6.538  -6.234
C  -0.296  -7.764  4.875
C  2.343  0.988  -2.236
H  -1.635  -1.519  1.925
C  -0.649  -7.241  6.266
H  4.165  0.146  -1.502
H  -0.706  6.175  -7.209
C  1.936  7.086  -7.448
H  -2.266  -8.483  4.411
C  3.099  0.067  -1.288
H  2.394  -0.570  -3.718
H  2.756  7.554  -7.996
C  2.737  8.519  -5.525
H  3.942  -7.526  5.020
H  3.939  2.345  -1.631
C  -2.076  -1.499  4.026
H  0.370  9.425  -5.560
C  -3.216  -1.521  4.991
C  2.555  0.512  -3.676
H  -0.139  0.027  -4.303
C  0.182  -9.222  4.975
P  -4.269  -4.106  4.452
C  0.093  3.139  -2.853
C  0.580  -7.029  7.151
H  1.030  -7.988  7.421
H  -1.506  -0.580  4.169
C  -0.223  7.297  -5.437
H  -1.659  1.666  -1.386
H  1.758  0.693  -5.666
C  -0.061  1.611  -2.847
H  3.687  6.118  -4.635
H  1.023  3.486  -3.290
O  0.999  5.374  -5.134
C  0.613  7.767  -7.796
H  -1.299  -8.118  2.983
C  3.446  6.165  -5.698
H  -1.735  0.270  -2.460
H  0.018  3.543  -1.842
C  -5.041  -1.878  6.292
H  1.196  -5.118  6.400
H  -6.262  -3.351  3.957
H  -4.132  -0.780  1.375
C  -3.500  -0.391  5.937
S  -2.515  0.957  1.479
H  2.221  -4.542  4.334
C  2.899  -7.829  5.096
H  2.803  -8.388  6.027
H  1.915  2.227  -4.844
H  3.824  8.582  -5.536
N  -4.302  -5.125  5.847
H  -1.447  7.761  -7.135
C  -1.489  1.328  -2.409
C  -0.260  8.762  -4.974
H  3.600  0.681  -3.945
H  -3.001  -2.518  2.344
C  -0.521  7.218  -6.933
H  -2.013  -6.813  3.935
H  -1.188  -6.293  6.167
C  -2.519  -1.564  2.562
C  -1.309  6.579  -4.647
H  -4.096  -0.088  2.981
C  -1.537  -7.788  3.996
H  3.245  5.155  -6.051
H  2.932  0.350  -0.248
C  1.973  -6.590  5.039
H  -1.436  -2.357  4.236
O  -4.279  -0.928  6.970
H  2.706  -8.507  4.267
O  -6.200  -2.052  6.480
O  -3.264  0.760  5.834
H  0.276  -6.562  8.089
H  -3.813  -4.651  6.602
H  -3.136  2.013  2.008
C  1.634  1.180  -4.697
C  2.276  7.106  -5.956
H  0.696  8.851  -7.680
C  -4.155  -2.457  5.231
H  -1.431  5.546  -4.966
H  2.809  -0.975  -1.410